[1]
{
  "formula": "C46H59F22IN2O17",
  "method": "ωB97M-V with the def2-TZVPD basis set",
  "e_homo_ha": -0.3291,
  "lumo_energy_ev": -0.59,
  "species": ["H", "F", "C", "C", "C", "H", "C", "H", "O", "H", "C", "H", "H", "C", "F", "F", "H", "C", "H", "H", "H", "F", "C", "H", "F", "C", "C", "H", "H", "O", "O", "C", "N", "O", "H", "C", "H", "H", "F", "H", "C", "H", "F", "C", "O", "C", "O", "H", "F", "H", "H", "H", "H", "H", "C", "C", "F", "F", "H", "C", "H", "H", "F", "H", "O", "C", "F", "C", "I", "F", "C", "C", "H", "H", "H", "H", "H", "O", "C", "C", "C", "H", "H", "F", "H", "O", "C", "H", "C", "H", "C", "H", "H", "H", "F", "C", "F", "C", "H", "C", "C", "O", "N", "O", "H", "O", "C", "H", "C", "C", "H", "F", "C", "H", "H", "O", "C", "C", "H", "H", "C", "H", "F", "H", "C", "C", "O", "H", "H", "F", "C", "C", "F", "F", "H", "C", "O", "H", "H", "H", "O", "C", "H", "F", "H", "C", "O"],
  "xyz": [[1.4096, 1.4172, 0.4638], [9.1722, -12.5074, 4.3380], [-2.0240, 0.2225, 1.9043], [-4.4909, -3.9732, -0.6408], [-0.6105, -0.2931, -0.4200], [-1.8417, 0.7823, -4.4035], [-6.6898, 6.6866, -3.6900], [-5.0192, 3.6152, -5.6211], [-4.5192, 9.2903, -8.8220], [7.3794, -8.3592, 1.3623], [-0.4402, -3.5445, 2.9962], [2.3822, 1.8403, 2.7332], [-0.7037, -3.5531, 1.9339], [8.7081, -3.0567, 2.4408], [-1.4538, 10.9372, -8.9846], [4.3458, 6.1850, -4.9334], [-6.0231, -3.3029, -3.3525], [0.1012, -1.7753, 7.7553], [5.8996, -8.2227, 3.3754], [9.2110, -2.4314, 3.1743], [-1.9428, -1.0109, 9.0225], [-7.2006, 7.7267, -4.3477], [-1.2399, -1.2888, -4.5286], [8.9585, -4.0975, 2.6429], [-3.3620, 11.4565, -9.8576], [5.0274, -3.4341, 2.6274], [-5.2993, 8.4451, -7.9412], [-5.0935, 9.6298, -6.1472], [-0.3507, 4.0598, -3.3171], [9.0458, -9.8325, 4.5057], [2.1715, 4.5293, -4.0888], [6.4821, -3.7850, 2.2476], [-2.5148, 2.1444, 5.0842], [-5.1970, -3.2744, -1.5150], [8.7814, -1.6183, 0.8437], [6.9583, -8.4533, 3.4689], [0.7874, -1.1401, 3.2256], [-2.1826, -1.6669, -4.1268], [4.1741, -4.1994, 1.9570], [8.8006, -8.1451, 2.3894], [0.4081, 3.5980, -2.6840], [-2.5605, 5.0275, -4.4470], [-2.8695, -2.3291, -0.1667], [-2.5826, 10.4406, -9.4758], [-2.9548, 1.4264, -2.3913], [-0.0719, -0.7525, 0.7721], [0.8759, -1.0405, -2.2066], [-6.4739, 10.0662, -7.1562], [-4.7652, -2.1397, 0.8589], [1.4718, 2.6448, -4.3011], [-6.9157, -5.4141, -1.3160], [-3.6652, 2.4838, 3.3995], [-5.1242, -4.7716, -2.9494], [2.8104, -0.4890, -0.4741], [-0.8056, -0.4963, 1.9444], [-5.9254, 5.7747, -4.6757], [4.8416, -3.6392, 3.9375], [2.4775, -1.5776, 7.7130], [7.6131, -6.8372, 2.2314], [7.7391, -7.9178, 2.2921], [-0.0778, -2.1165, 11.1925], [-4.1939, 3.1598, -4.1238], [-3.3793, -3.6982, 1.4279], [-0.4758, -0.2304, 4.0322], [-0.7727, -2.5253, 7.4352], [9.0717, -2.6522, 1.0305], [1.3374, -0.4470, 6.2540], [-3.1335, 4.6363, -5.2880], [-4.3614, 1.6640, 0.5289], [7.5659, -12.4257, 2.8936], [2.4749, -0.4844, 0.5647], [1.3962, -1.6009, 6.9319], [3.2834, -0.8637, 1.1934], [-1.3197, -1.2844, -5.6182], [-1.5814, 1.8797, 5.3650], [0.6498, -3.6058, 3.0833], [-4.6770, 7.6206, -7.5980], [-2.7374, 9.1580, -7.4401], [1.6665, 3.3208, -3.4742], [-1.0487, -0.9829, 9.6442], [-1.0320, 0.1352, -4.0606], [0.6084, 4.2704, -1.8499], [10.1483, -2.7425, 0.8900], [-7.6937, 6.0131, -3.1177], [3.1490, 1.5360, 0.7198], [3.1386, 5.1652, -2.1496], [7.9937, -11.9583, 4.0696], [-7.7872, -3.9211, -1.6866], [3.3553, 6.5549, -4.1096], [0.0076, 2.6673, -2.2869], [-4.4080, 3.9859, -4.7990], [-6.0845, 8.0381, -8.5735], [-1.0230, -0.0331, 10.1728], [-2.0493, -2.2118, 3.4405], [4.7495, -2.1550, 2.3596], [-0.2881, -0.9912, 3.2739], [0.1483, 0.6330, -4.6050], [-0.9960, -2.1481, 10.6060], [-0.8432, -4.4546, 3.4477], [8.1043, -10.4170, 4.0584], [-7.1121, -4.6752, -2.0916], [7.2984, -2.8523, 2.6986], [-0.9728, 0.2763, -2.6270], [2.0472, 1.0033, 2.4017], [7.3197, -8.0492, 4.4140], [0.1182, -0.9534, 8.7903], [-3.8699, -3.0172, 0.3994], [1.2696, -2.1375, -0.0927], [-2.5147, 0.6788, 0.6772], [-2.7964, 0.4954, 3.1740], [-1.8457, -2.1009, 11.2863], [1.5251, -2.5924, 6.0572], [-0.0887, -0.4450, -1.8069], [-3.3422, 5.4607, -5.9692], [-1.9267, 2.4856, 3.1276], [6.7723, -4.7867, 1.6608], [-2.0609, 0.7889, -1.8951], [-1.8034, 0.4189, -0.4755], [-2.4045, -0.1152, 3.9842], [-6.5130, 8.5794, -6.1941], [2.8680, 5.3309, -3.3022], [-0.9404, -2.4244, 4.7837], [3.8171, 7.4955, -3.2944], [-3.1965, 1.6496, 5.6416], [-2.7359, 1.9742, 3.6561], [-5.8792, 9.2290, -6.7879], [-4.3003, -5.1518, -0.6335], [-1.0330, -3.0981, 10.0749], [-3.8338, 0.1835, 3.0139], [-5.8885, 7.1468, -2.7291], [-5.8299, -4.0333, -2.5703], [-3.2866, 9.5512, -8.4264], [2.3717, 7.0756, -4.8465], [-2.2871, 9.7108, -10.5608], [8.5750, -3.2870, 0.2981], [1.2664, -1.4477, 0.7529], [7.0102, -9.8984, 3.5294], [-7.6063, -5.1740, -2.9247], [-2.5242, 3.9016, -5.8143], [2.4475, 2.8867, -2.8505], [-6.0392, 5.8761, -5.8633], [-0.9856, -2.3039, 3.6986], [1.4224, -2.0233, 1.6599], [7.1230, -12.3414, 5.0135], [-0.4064, -1.9252, -4.2365], [2.2570, 0.9571, 0.9882], [-5.1929, 4.9091, -4.0062]],
  "forces_ev_per_angstrom": [[-0.02, -0.07, 0.05], [0.01, -0.01, 0.01], [0.04, -0.20, 0.08], [-0.04, 0.05, -0.07], [-0.11, 0.16, 0.13], [0.04, -0.01, 0.11], [0.05, 0.03, -0.09], [-0.04, 0.11, -0.01], [0.05, 0.05, -0.02], [-0.05, 0.04, 0.00], [0.10, -0.06, 0.09], [-0.08, 0.01, 0.02], [0.09, 0.02, 0.08], [0.28, -0.01, 0.00], [0.02, 0.00, 0.00], [0.02, 0.00, -0.02], [0.02, 0.06, 0.06], [0.00, 0.09, 0.07], [-0.01, -0.08, -0.01], [-0.08, 0.03, 0.02], [0.04, -0.05, -0.06], [-0.14, -0.05, 0.23], [0.03, 0.13, -0.23], [-0.08, -0.02, -0.04], [0.00, 0.02, -0.01], [-0.04, -0.03, -0.03], [-0.19, -0.23, 0.13], [0.02, -0.06, 0.01], [-0.01, -0.07, -0.03], [0.05, 0.00, 0.01], [0.04, 0.08, 0.00], [0.06, 0.03, 0.03], [-0.02, 0.29, -0.06], [0.05, 0.03, 0.06], [0.05, 0.01, 0.02], [-0.09, 0.28, 0.00], [-0.02, 0.14, 0.14], [0.10, -0.02, 0.06], [-0.01, 0.00, 0.00], [-0.01, 0.02, 0.05], [0.01, 0.25, 0.03], [0.02, -0.05, 0.01], [0.08, -0.03, -0.08], [0.00, 0.00, 0.04], [-0.02, -0.15, 0.02], [0.00, -0.05, -0.13], [0.08, -0.08, -0.06], [-0.03, -0.04, -0.01], [-0.02, 0.01, 0.04], [0.01, 0.07, -0.06], [0.02, -0.02, -0.03], [0.10, 0.01, -0.05], [0.03, -0.01, 0.08], [-0.09, -0.04, 0.02], [0.14, 0.22, 0.01], [0.06, -0.07, 0.06], [0.00, 0.01, 0.02], [0.01, 0.01, -0.01], [0.00, -0.08, -0.02], [0.12, -0.13, -0.03], [-0.03, 0.03, 0.03], [-0.03, 0.07, 0.08], [0.00, -0.01, 0.01], [0.21, 0.01, -0.05], [-0.03, -0.04, -0.03], [-0.15, 0.02, -0.05], [0.03, 0.08, -0.03], [-0.05, 0.16, 0.05], [0.09, -0.03, 0.05], [0.00, -0.02, -0.02], [-0.09, 0.06, 0.29], [-0.03, -0.09, -0.03], [0.03, 0.04, -0.27], [0.04, -0.03, 0.09], [-0.03, -0.15, 0.03], [-0.09, 0.02, 0.00], [0.06, 0.05, 0.01], [0.04, 0.01, 0.03], [-0.10, -0.30, 0.07], [-0.22, 0.06, 0.19], [0.04, 0.06, -0.06], [0.02, -0.04, 0.02], [0.01, 0.00, 0.01], [-0.01, -0.02, 0.01], [-0.05, -0.06, 0.03], [0.01, 0.02, 0.05], [0.03, 0.03, -0.01], [-0.02, 0.01, -0.05], [-0.02, -0.01, 0.04], [0.02, -0.04, -0.01], [0.20, -0.33, -0.06], [0.03, 0.06, -0.07], [0.08, 0.01, -0.04], [0.08, -0.08, 0.17], [0.04, -0.02, 0.06], [-0.26, -0.26, 0.10], [-0.11, 0.01, 0.04], [0.13, -0.07, -0.07], [-0.06, 0.08, -0.08], [-0.08, 0.03, -0.01], [0.02, 0.03, 0.15], [-0.07, 0.01, 0.01], [-0.23, -0.37, -0.11], [-0.01, -0.03, -0.08], [0.06, -0.06, 0.00], [0.06, -0.03, -0.06], [-0.05, -0.02, 0.08], [0.03, -0.08, 0.15], [-0.23, 0.10, -0.22], [0.02, -0.02, -0.02], [-0.01, 0.02, 0.00], [0.02, -0.01, -0.01], [-0.12, 0.12, 0.12], [-0.01, -0.03, -0.03], [-0.08, 0.04, 0.04], [-0.04, 0.04, -0.02], [0.19, 0.25, -0.12], [0.17, 0.00, 0.02], [-0.13, -0.01, -0.10], [0.00, 0.00, -0.09], [-0.02, -0.07, -0.07], [0.14, 0.00, -0.07], [0.02, 0.02, 0.01], [0.04, -0.07, 0.02], [0.04, -0.17, 0.03], [0.13, 0.25, -0.12], [0.00, -0.06, 0.02], [-0.04, 0.01, -0.01], [0.04, 0.07, 0.07], [-0.01, 0.02, 0.03], [-0.12, -0.10, -0.24], [-0.06, -0.04, -0.05], [-0.01, 0.02, -0.01], [0.00, -0.01, -0.03], [0.03, -0.04, 0.02], [0.14, 0.19, -0.16], [0.02, -0.07, 0.01], [0.00, 0.00, -0.02], [0.00, -0.02, 0.01], [0.02, 0.08, 0.03], [0.00, 0.03, -0.05], [-0.25, 0.10, -0.24], [-0.12, -0.03, -0.10], [-0.02, -0.01, 0.01], [-0.08, 0.02, 0.07], [0.20, 0.06, -0.05], [-0.06, 0.05, 0.01]]
}

---

[2]
{
  "formula": "C46H59N11Ti",
  "method": "ωB97M-V with the def2-TZVPD basis set",
  "e_homo_ha": [-0.3255, -0.3801],
  "lumo_energy_ev": [-2.69, -3.35],
  "total_charge": 1,
  "e_above_lowest_ev": 0.022,
  "multiplicity": 2,
  "species": ["H", "N", "H", "H", "C", "H", "H", "C", "C", "C", "H", "C", "H", "H", "Ti", "H", "N", "C", "C", "H", "C", "C", "H", "H", "H", "C", "H", "H", "H", "H", "C", "H", "C", "H", "C", "C", "C", "H", "H", "H", "C", "N", "C", "H", "C", "C", "H", "N", "H", "C", "C", "H", "H", "H", "C", "C", "H", "H", "C", "C", "H", "H", "C", "H", "N", "H", "C", "C", "H", "H", "H", "N", "C", "H", "H", "H", "H", "N", "C", "H", "H", "H", "H", "H", "H", "H", "C", "C", "H", "H", "C", "C", "H", "H", "H", "C", "C", "H", "N", "C", "H", "C", "C", "H", "N", "C", "H", "C", "C", "C", "H", "C", "N", "H", "C", "N", "C"],
  "xyz": [[-0.5642, -1.2748, 5.3840], [-0.8658, 1.0710, 0.0427], [-4.8614, -4.3163, -3.4188], [-4.3779, 2.2574, 2.7457], [-2.3891, 1.6743, -1.8060], [0.0643, 2.9686, -1.5838], [2.4439, 5.5965, 1.2827], [4.5527, 6.8246, -1.8934], [3.8497, 6.5325, -0.7415], [-2.5129, -2.9684, -0.3603], [0.4514, 3.0015, -3.3058], [3.3272, -0.7190, 2.3981], [5.6018, 0.8305, 2.9295], [5.2551, 6.1037, -3.7898], [1.0336, 0.7683, -0.1853], [-5.2011, -0.0125, 2.2450], [-2.8464, -4.1840, -2.8672], [-3.5606, -1.6049, -1.9978], [3.9987, -1.5720, 3.2692], [-5.1129, -2.6835, -0.2009], [4.1580, 4.6047, -2.7371], [-4.7702, -3.3675, -0.9803], [-0.2817, -0.0396, -2.1163], [-1.9459, -3.0197, 3.0813], [-1.9832, -0.8569, 4.4196], [4.8658, 1.2644, 2.2500], [3.4250, 0.6779, 0.8055], [2.2274, -4.8135, -2.0077], [3.8536, -3.0598, 4.8013], [-5.7540, 2.1628, -1.7053], [-0.8914, -0.8354, 4.4394], [-3.3221, 1.4304, 3.8907], [4.7050, 5.8620, -2.8911], [-0.6772, -3.5663, 4.1698], [3.3103, -2.4057, 4.1322], [-3.1754, 0.6937, 1.8537], [-0.8650, -3.0406, 3.2327], [-0.5707, 0.2077, 4.4294], [1.3923, -3.0823, 4.7914], [-1.2212, -0.2623, -3.5442], [1.9913, 3.7280, 0.6789], [1.1870, 0.1257, 1.5666], [-0.5589, 0.4531, -3.0528], [-5.3950, 1.4441, 0.6181], [3.4476, 4.2903, -1.5778], [-3.3858, 1.8196, 2.8727], [0.7696, -4.4372, 0.0101], [1.4151, -1.2423, -0.7695], [5.0817, -1.5826, 3.2676], [-4.1909, -0.4142, 2.1504], [2.5148, -2.7296, -2.3313], [-0.4241, -3.6336, 2.4283], [-5.5324, -4.1340, -1.1301], [-1.5808, -3.4489, -0.0583], [-4.1089, -3.5437, -3.2510], [-4.5498, 1.5213, -0.0538], [5.5759, 0.0391, -0.1290], [4.5474, -1.3929, 0.0243], [-3.2800, 1.1967, 0.4182], [-2.1850, 1.3136, -0.4633], [4.9848, 7.8076, -2.0207], [-3.9511, -0.8964, 3.1002], [3.3027, 5.2644, -0.5990], [5.3965, 1.9323, 1.5680], [2.5683, 4.9169, 0.5494], [3.7234, 7.2744, 0.0372], [0.9111, -2.3250, -0.1458], [4.1273, 0.1747, 1.4715], [-1.7922, 1.9988, -3.7841], [-2.8269, -2.2881, 0.4342], [-2.1328, -5.3724, -1.2981], [2.4007, 0.8638, -1.7410], [-1.8587, -3.1311, -2.6316], [-0.9778, 2.6778, 1.4335], [-1.7065, -2.5802, -3.5631], [-4.2138, -1.1796, 1.3764], [4.1761, 1.8583, 2.8546], [-2.2783, -2.1905, -1.5822], [0.4905, 1.2278, 2.0034], [-0.9341, 3.9046, -2.6733], [1.4102, 3.5731, 1.5777], [-2.6601, 2.6259, 2.7758], [-3.9041, -0.9119, -1.2276], [-0.6360, -1.1271, 2.3370], [5.8581, -1.1157, 1.1715], [0.8615, 1.8012, 2.8505], [2.2310, -1.4340, -1.8543], [2.7677, -0.2526, -2.3765], [3.1500, -2.8434, -3.1989], [-3.9605, -2.9953, -4.1836], [-0.3094, -1.6172, 3.2590], [1.2085, -1.5802, 3.2777], [0.2673, -2.1181, 0.6971], [-2.1810, 0.2708, 1.9967], [-0.9114, -3.5877, -2.3373], [-0.5315, 1.7113, 1.2168], [-1.2867, 1.7806, -2.8405], [-3.8337, 2.2613, -3.2577], [3.0408, 2.0057, -2.1564], [1.9246, -2.4129, 4.1278], [4.2693, 3.8471, -3.5000], [1.1878, -3.6068, -0.5410], [2.0049, -3.8108, -1.6680], [-3.8147, -5.6781, -1.7670], [-4.5925, -2.6173, -2.2252], [5.0813, -0.6230, 0.5844], [0.3317, 0.5802, -3.6679], [-3.6805, 1.9738, -2.2245], [-0.3678, 2.9758, -2.5851], [1.9286, -0.7204, 2.4344], [3.4615, -0.2126, -3.2049], [-4.7588, 1.9174, -1.3595], [2.0719, 2.7586, -0.1881], [-3.4076, -1.0416, -2.9214], [2.8598, 2.9730, -1.3458], [-3.5264, -4.0085, -0.5363], [-3.0676, -4.8986, -1.6077]],
  "forces_ev_per_angstrom": [[0.00, 0.00, 0.00], [-0.04, 0.00, -0.12], [0.00, 0.00, 0.01], [0.00, 0.00, 0.00], [-0.04, 0.02, -0.04], [-0.02, -0.03, 0.00], [0.01, 0.02, -0.01], [0.02, 0.00, -0.03], [-0.02, -0.04, 0.01], [-0.05, 0.02, 0.00], [-0.01, 0.00, -0.02], [0.07, -0.02, 0.02], [0.00, -0.01, 0.00], [0.00, 0.00, 0.00], [0.20, 0.23, 0.09], [0.00, 0.00, -0.01], [-0.01, 0.00, -0.02], [-0.03, 0.04, -0.01], [-0.01, 0.01, -0.01], [-0.02, 0.00, 0.00], [-0.02, -0.02, 0.03], [0.03, 0.01, 0.01], [-0.01, 0.02, -0.09], [0.00, 0.01, 0.01], [0.02, -0.01, -0.01], [0.02, -0.01, 0.03], [0.02, 0.03, -0.04], [-0.01, 0.00, 0.01], [0.00, 0.00, 0.00], [0.00, 0.00, -0.01], [0.00, -0.01, 0.01], [0.00, -0.01, -0.01], [0.01, 0.03, 0.01], [0.00, 0.00, 0.00], [0.00, 0.01, -0.02], [0.03, 0.03, -0.02], [-0.01, -0.05, 0.00], [0.00, 0.01, 0.00], [0.00, 0.00, 0.00], [0.02, 0.04, -0.01], [-0.01, -0.06, -0.02], [0.06, -0.04, 0.01], [-0.07, -0.09, 0.03], [0.00, 0.00, 0.01], [0.04, 0.02, -0.05], [-0.01, -0.01, 0.01], [0.01, -0.01, -0.01], [-0.01, 0.06, -0.03], [0.00, 0.00, 0.01], [-0.07, -0.02, 0.02], [0.00, 0.03, 0.05], [0.01, 0.01, 0.00], [0.01, -0.01, 0.00], [0.03, 0.00, -0.01], [0.00, -0.01, -0.02], [0.01, 0.01, 0.00], [0.00, 0.00, 0.00], [-0.01, 0.00, 0.00], [-0.03, 0.00, 0.00], [0.03, -0.04, 0.13], [0.00, 0.00, 0.00], [0.00, 0.00, -0.01], [0.00, 0.04, 0.04], [0.00, 0.00, 0.00], [-0.01, -0.03, 0.01], [0.00, 0.00, 0.00], [0.00, 0.04, -0.01], [-0.09, 0.01, 0.00], [0.01, 0.00, -0.01], [0.02, -0.02, -0.01], [0.00, 0.01, 0.00], [-0.09, -0.12, 0.01], [-0.02, 0.01, 0.02], [-0.01, -0.02, 0.03], [0.01, 0.01, 0.00], [0.02, 0.02, 0.00], [-0.01, 0.00, -0.01], [0.09, -0.09, -0.03], [-0.04, 0.12, 0.02], [0.01, 0.00, -0.01], [0.00, 0.02, 0.00], [0.03, 0.02, -0.03], [0.01, 0.00, 0.02], [-0.02, 0.01, 0.02], [0.00, 0.01, 0.01], [-0.03, -0.01, 0.00], [-0.02, -0.10, -0.05], [0.01, 0.01, -0.07], [0.00, 0.00, 0.00], [0.01, 0.00, 0.00], [0.01, 0.05, -0.01], [0.02, -0.06, 0.01], [-0.01, -0.03, -0.01], [-0.06, -0.02, 0.02], [0.00, -0.01, 0.00], [0.14, -0.03, 0.08], [0.02, -0.03, -0.05], [-0.02, 0.00, 0.00], [0.01, -0.01, -0.01], [-0.01, 0.02, 0.01], [0.00, -0.01, 0.00], [-0.03, 0.00, 0.03], [0.01, -0.03, -0.02], [0.00, 0.01, 0.00], [0.01, 0.01, 0.03], [0.02, -0.02, -0.01], [0.00, 0.01, -0.01], [0.01, -0.01, 0.01], [0.03, 0.07, 0.03], [-0.09, -0.01, 0.01], [0.01, 0.00, 0.02], [0.01, -0.01, 0.00], [-0.09, 0.01, 0.07], [-0.01, -0.01, 0.00], [0.01, 0.02, -0.05], [-0.02, 0.01, 0.00], [0.01, -0.02, 0.01]]
}